Here is a structure of composition C3H3Br3O at a distorted geometry from OMol25. Energies are from ωB97M-V/def2-TZVPD.

The geometry in XYZ format:
```
10
Properties=species:S:1:pos:R:3:mulliken_charge:R:1
C -0.18 -1.55 0.04 -0.366
C 0.31 -0.24 -0.51 -0.003
C 0.09 1.22 0.24 -0.150
O -0.89 -0.79 -0.93 -0.361
Br 0.55 2.68 -0.92 0.019
Br -1.87 1.38 0.53 -0.030
Br 1.05 1.25 1.95 -0.011
H 0.39 -2.39 -0.16 0.317
H -0.69 -1.50 0.93 0.280
H 1.24 -0.05 -1.18 0.304
```

The energy relative to the best compared isomer or geometry (same formula, charge and spin) is 126.9 kJ/mol. The value obtained for the HOMO-LUMO gap is 10.14 eV.


Here is an isolated molecule of C3H3BrO at a distorted geometry from OMol25. Energies are from ωB97M-V/def2-TZVPD.

The geometry in XYZ format:
```
8
Properties=species:S:1:pos:R:3:mulliken_charge:R:1
C -1.20 1.18 -0.09 -0.771
C -0.22 0.39 -0.03 0.361
C 0.44 -0.69 0.08 -0.300
O -2.50 -1.35 -0.05 -0.580
Br -3.03 0.19 -0.03 0.389
H -1.27 2.19 -0.27 0.441
H 0.73 -1.00 1.13 0.225
H 0.71 -1.19 -0.88 0.235
```

The energy relative to the best compared isomer or geometry (same formula, charge and spin) is 486.1 kJ/mol. The value obtained for the HOMO-LUMO gap is 8.70 eV.


Here is a cluster of 2 separate species, C3H3BrO in total at a distorted geometry from OMol25. Energies are from ωB97M-V/def2-TZVPD.

The geometry in XYZ format:
```
8
Properties=species:S:1:pos:R:3:mulliken_charge:R:1
C -0.54 1.76 0.55 0.103
C -0.18 0.72 0.09 -0.053
C 0.29 -0.55 -0.18 -0.443
O 0.29 -1.57 0.74 -0.389
Br 2.95 0.33 0.12 -0.356
H -0.50 2.75 0.95 0.391
H 0.37 -0.95 -1.24 0.376
H 0.08 -2.45 0.34 0.373
```

The energy relative to the best compared isomer or geometry (same formula, charge and spin) is 298.6 kJ/mol. The value obtained for the HOMO-LUMO gap (alpha / beta) is 7.47 / 6.58 eV.


Here is a cluster of 2 separate species, C3H3BrO2 in total from OMol25. Energies are from ωB97M-V/def2-TZVPD.

The geometry in XYZ format:
```
9
Properties=species:S:1:pos:R:3:mulliken_charge:R:1
C -0.76 -0.11 0.46 -0.219
C -0.16 -1.04 -0.56 0.067
C 1.92 1.74 0.49 0.124
O 2.41 1.60 -0.51 -0.122
O 0.84 -1.66 -0.36 -0.428
Br -2.63 0.24 0.11 -0.121
H -0.66 -0.52 1.46 0.329
H -0.24 0.85 0.43 0.035
H -0.71 -1.09 -1.52 0.334
```

The energy relative to the best compared isomer or geometry (same formula, charge and spin) is 10.7 kJ/mol. The value obtained for the HOMO-LUMO gap is 10.99 eV.


Here is a cluster of 2 separate species, C3H3BrO2 in total at a distorted geometry from OMol25. Energies are from ωB97M-V/def2-TZVPD.

The geometry in XYZ format:
```
9
Properties=species:S:1:pos:R:3:mulliken_charge:R:1
C 0.10 1.01 1.25 -0.179
C 0.35 -0.97 -0.59 0.006
C 0.17 -0.18 0.55 0.389
O 0.47 2.09 0.85 -0.491
O -0.21 -1.43 0.72 -0.402
Br -1.52 0.80 -2.74 -0.002
H -0.42 0.94 2.14 0.340
H -0.22 -0.92 -1.50 0.145
H 1.29 -1.34 -0.67 0.194
```

The energy relative to the best compared isomer or geometry (same formula, charge and spin) is 412.4 kJ/mol. The value obtained for the HOMO-LUMO gap (alpha / beta) is 9.18 / 4.61 eV.


Here is a structure of composition C3H3BrO2S at a distorted geometry from OMol25. Energies are from ωB97M-V/def2-TZVPD.

The geometry in XYZ format:
```
10
Properties=species:S:1:pos:R:3:mulliken_charge:R:1
C -0.05 1.32 0.01 -0.332
C 1.05 0.57 -0.02 0.122
C -1.26 -0.24 -0.05 -0.509
O 0.53 -1.84 -1.21 -0.560
O 0.60 -1.66 1.25 -0.573
S 0.34 -1.08 -0.03 0.939
Br 2.82 1.14 -0.12 -0.072
H -0.27 2.40 0.16 0.349
H -1.78 -0.48 0.89 0.296
H -1.96 -0.14 -0.88 0.341
```

The energy relative to the best compared isomer or geometry (same formula, charge and spin) is 95.5 kJ/mol. The value obtained for the HOMO-LUMO gap is 10.77 eV.


Here is a structure of composition C3H3CaLiO4 at a distorted geometry from OMol25. Energies are from ωB97M-V/def2-TZVPD.

The geometry in XYZ format:
```
12
Properties=species:S:1:pos:R:3:mulliken_charge:R:1
C 1.14 1.03 0.28 0.731
O 0.88 2.22 0.18 -0.546
O 2.28 0.48 0.37 -0.750
C 0.03 -0.01 -0.08 0.742
O 0.31 -1.19 -0.21 -0.720
O -1.17 0.47 -0.05 -0.229
C -2.27 -0.45 -0.04 -0.611
H -2.20 -1.10 0.84 0.290
H -3.17 0.16 0.00 0.220
H -2.25 -1.06 -0.95 0.293
Ca 4.30 1.06 -0.64 -0.021
Li 2.13 -1.60 0.31 0.601
```

The energy relative to the best compared isomer or geometry (same formula, charge and spin) is 0.0 kJ/mol. The value obtained for the HOMO-LUMO gap is 4.21 eV.


Here is a structure of composition C3H3CdO2 at a distorted geometry from OMol25. Energies are from ωB97M-V/def2-TZVPD.

The geometry in XYZ format:
```
9
Properties=species:S:1:pos:R:3:mulliken_charge:R:1
O -0.28 0.12 -2.15 -0.027
C -1.01 0.31 -1.27 0.533
H -1.90 -0.50 -0.72 0.377
C -0.93 0.28 0.23 -0.454
H -0.74 1.30 0.62 0.363
H -1.85 0.12 0.82 0.460
C 0.73 -0.30 0.68 0.323
Cd 4.13 -0.87 1.04 1.399
O 1.85 -0.45 0.76 0.025
```

The energy relative to the best compared isomer or geometry (same formula, charge and spin) is 658.4 kJ/mol. Its total charge is +3. The value obtained for the HOMO-LUMO gap (alpha / beta) is 8.16 / 3.50 eV.


Among the records above, which one has the lowest energy relative to the best compared isomer or geometry (same formula, charge and spin)?
C3H3CaLiO4


What did the eighth record say?
Here is a structure of composition C3H3CdO2 at a distorted geometry from OMol25. Energies are from ωB97M-V/def2-TZVPD.

The geometry in XYZ format:
```
9
Properties=species:S:1:pos:R:3:mulliken_charge:R:1
O -0.28 0.12 -2.15 -0.027
C -1.01 0.31 -1.27 0.533
H -1.90 -0.50 -0.72 0.377
C -0.93 0.28 0.23 -0.454
H -0.74 1.30 0.62 0.363
H -1.85 0.12 0.82 0.460
C 0.73 -0.30 0.68 0.323
Cd 4.13 -0.87 1.04 1.399
O 1.85 -0.45 0.76 0.025
```

The energy relative to the best compared isomer or geometry (same formula, charge and spin) is 658.4 kJ/mol. Its total charge is +3. The value obtained for the HOMO-LUMO gap (alpha / beta) is 8.16 / 3.50 eV.